Record 1
Computed, not measured: one molecule with the formula C2H4S2, with ωB97M-V/def2-TZVPD.

Frontier orbital gap (alpha / beta)   5.884 / 6.196 eV
Spin multiplicity   3

The geometry in XYZ format:
```
8
Properties=species:S:1:pos:R:3:forces:R:3
S -0.4537 -0.3070 -0.1262 -0.51 1.54 -0.59
S -3.3442 -0.0084 -0.0353 -0.49 0.07 -0.05
C 1.6765 -0.4937 -0.0063 0.30 -2.73 -1.72
C -1.9078 0.7489 -0.0704 -0.35 -4.69 -0.14
H 1.9267 -0.2194 0.9581 0.10 -0.32 2.49
H -1.8691 1.7226 0.1586 0.61 3.72 0.46
H 2.3065 0.1746 -0.5575 -0.15 0.18 -1.27
H 1.6651 -1.6177 -0.3210 0.49 2.21 0.82
```
Forces are in eV/Å.

=====

Record 2
Computed, not measured: C32H54AsBIrO7S4Si2 as an isolated structure, with ωB97M-V/def2-TZVPD.

Frontier orbital gap   6.271 eV
Charge   -1

The geometry in XYZ format:
```
102
Properties=species:S:1:pos:R:3:forces:R:3
Ir -0.2606 0.7661 0.0824 -0.30 -0.84 0.45
As -2.4629 0.1022 -0.9082 0.54 0.81 -0.11
S 2.1748 2.1295 -0.1630 -0.01 0.22 -0.40
S -2.3373 3.6127 -0.3217 -0.04 0.26 0.15
S -0.6591 5.6431 2.4321 0.02 -0.01 0.01
S 0.3550 5.4649 -1.2856 0.02 0.00 0.01
Si -2.5622 -1.1714 -2.8363 0.06 -0.07 -0.03
Si -4.2792 -0.6024 0.3696 0.21 -0.20 0.07
O 1.2523 1.7006 -1.2530 -0.14 -0.13 -0.30
O -0.2133 1.1180 3.6608 -0.05 -0.04 0.02
O 1.9457 -1.1143 -0.4255 0.02 0.02 0.04
O 1.4890 1.7514 1.0898 -0.16 -0.14 0.22
O 2.6222 3.4915 -0.2478 -0.06 -0.02 0.04
O -1.2426 0.3932 1.8149 -0.24 -0.22 -0.10
O -0.0173 -2.2432 -0.6332 -0.10 0.07 -0.07
C -0.9891 -0.8722 -3.8205 0.03 0.01 0.18
C -4.3186 -2.3484 1.0794 0.03 -0.06 -0.04
C 5.5806 0.4840 -1.5053 -0.01 -0.01 -0.01
C 0.6500 -4.1431 -1.9559 0.05 0.00 -0.02
C -2.3699 3.5719 1.4911 0.09 -0.01 -0.01
C 6.1832 0.0009 -0.3454 -0.01 -0.01 0.00
C 2.2968 -2.3653 -1.0292 0.02 -0.03 -0.03
C 0.8665 5.8792 1.4776 -0.02 -0.01 -0.02
C 7.5481 -0.6316 -0.3980 0.00 0.00 0.00
C -0.4391 -1.2144 3.4051 -0.05 0.02 0.08
C 0.1605 -2.7366 5.1751 0.01 -0.01 -0.02
C 0.0771 -1.4475 4.6790 0.02 0.00 -0.03
C -0.2849 -3.8050 4.4025 0.01 0.01 0.02
C -3.9353 -0.5550 -3.9745 0.01 -0.01 0.02
C 3.5526 -2.8899 -0.3538 0.01 0.00 -0.03
C -2.3637 5.4166 -0.5893 -0.06 -0.05 -0.07
C -4.6893 0.5264 1.8111 0.06 0.07 -0.01
C 1.0853 -4.0589 0.4770 0.02 0.03 0.03
C -1.0610 3.8760 2.2119 0.00 0.02 -0.03
C 1.0189 -3.2305 -0.7968 0.03 -0.01 -0.03
C 5.5000 0.1267 0.8591 0.00 -0.02 0.00
C -1.3646 5.8722 -1.6403 0.00 -0.01 0.01
C -2.8246 -3.0190 -2.5791 0.05 -0.04 -0.05
C -0.8549 -2.2825 2.6257 -0.18 -0.03 0.02
C 4.2482 0.7219 0.9147 -0.03 -0.04 0.00
C -0.7900 -3.5750 3.1333 -0.07 -0.01 0.02
C 4.3348 1.0877 -1.4638 0.00 -0.02 -0.01
C -5.7550 -0.5220 -0.7963 -0.03 0.02 -0.01
C -0.5998 0.2135 2.9453 0.17 0.27 -0.04
C 2.5811 -2.0936 -2.5032 -0.03 0.03 0.01
C 0.7312 6.5598 0.1142 -0.01 -0.02 -0.01
C 3.6748 1.1971 -0.2505 0.00 0.04 0.00
B 0.5605 -1.0069 -0.3422 -0.04 0.14 0.09
H 1.3016 -3.4380 1.3456 0.02 -0.01 -0.02
H -1.1442 -4.4051 2.5345 0.01 0.01 0.01
H -5.6175 0.1716 2.2710 0.01 -0.01 0.00
H -5.8552 0.4630 -1.2545 0.00 0.00 -0.02
H -3.1739 4.2204 1.8464 -0.03 -0.04 0.02
H -3.8108 -3.2278 -2.1577 -0.02 0.04 0.00
H -5.6959 -1.2675 -1.5893 0.01 -0.04 -0.03
H 1.5054 6.4990 2.1107 -0.01 0.01 0.00
H -1.5640 5.3826 -2.5965 0.00 -0.01 0.00
H -0.0186 7.3532 0.1476 0.01 0.01 0.01
H -4.0097 -3.1007 0.3502 0.01 0.03 0.00
H 5.9476 -0.2576 1.7686 0.00 0.00 0.00
H -6.6578 -0.7307 -0.2134 -0.02 0.02 -0.01
H 3.3821 -1.3576 -2.5703 0.01 0.01 0.00
H 0.4845 -3.5955 -2.8821 -0.02 0.05 0.03
H -1.4652 6.9489 -1.8042 0.00 0.00 -0.01
H -3.9047 0.5072 2.5682 0.04 0.03 -0.01
H 3.4262 -2.9490 0.7257 0.00 0.00 0.00
H 3.8144 -3.8798 -0.7364 0.00 0.00 0.00
H -1.2449 -2.0936 1.6331 -0.01 0.01 0.00
H -0.2663 -4.6818 -1.7127 0.02 -0.02 0.00
H 4.3782 -2.2093 -0.5624 0.02 0.02 0.00
H -0.1106 -1.1172 -3.2221 -0.07 0.03 -0.08
H -4.8449 1.5586 1.4918 0.04 0.01 -0.01
H 1.4430 -4.8770 -2.1209 0.00 -0.01 -0.01
H -3.9025 -1.1072 -4.9198 0.01 0.00 0.01
H -5.3387 -2.5831 1.4025 0.01 0.00 0.00
H 0.5599 -2.9122 6.1665 0.00 0.00 0.00
H -2.1550 5.9083 0.3577 -0.01 0.00 0.00
H 3.8684 1.4629 -2.3661 0.00 0.00 0.00
H -2.6386 2.5419 1.7267 -0.02 -0.05 0.01
H 8.3312 0.1303 -0.3991 0.00 0.00 0.00
H 1.8434 -4.8404 0.4005 0.00 -0.01 0.00
H -3.7788 0.5038 -4.1891 -0.01 0.01 -0.01
H 0.3942 -0.5944 5.2633 0.00 0.00 0.00
H -3.3719 5.6960 -0.9067 0.01 0.03 0.00
H 7.7158 -1.2778 0.4635 0.00 0.00 0.00
H -0.9771 -1.4625 -4.7410 0.01 -0.03 0.01
H 6.0946 0.3836 -2.4550 0.00 0.00 0.00
H 0.1166 -4.5319 0.6362 0.00 0.00 -0.01
H 1.6882 7.0268 -0.1272 0.00 0.00 0.00
H 1.7026 -1.6814 -3.0011 0.12 -0.05 0.01
H -1.0994 3.4343 3.2065 -0.01 0.02 0.00
H 3.7069 0.8051 1.8478 0.00 0.00 0.00
H 2.8929 -2.9999 -3.0257 0.00 0.00 -0.01
H -0.2409 -4.8142 4.7944 0.00 0.00 0.00
H -4.9331 -0.6661 -3.5553 -0.05 0.00 0.03
H -2.0725 -3.4059 -1.8902 -0.05 0.04 0.00
H 7.6711 -1.2297 -1.3018 0.00 0.00 0.00
H -0.9259 0.1847 -4.0892 0.03 0.00 0.02
H -3.6687 -2.4330 1.9489 0.10 -0.02 0.07
H 1.3620 4.9157 1.3689 0.02 -0.01 0.00
H -2.7422 -3.5586 -3.5287 -0.01 -0.02 0.01
H -0.2161 3.4101 1.7086 0.00 -0.04 -0.01
```
Forces are in eV/Å.

=====

Record 3
Computed, not measured: a 2-piece molecular cluster, C4HNO3 overall, with ωB97M-V/def2-TZVPD.

Frontier orbital gap   10.358 eV
Structure (SMILES)   N#CC=C=O.O=C=O

The geometry in XYZ format:
```
9
Properties=species:S:1:pos:R:3:forces:R:3
O 0.5651 -2.4777 -0.4628 0.12 0.40 -0.06
O -1.8938 0.6903 0.6056 -0.54 0.10 1.41
O -1.4970 0.7442 -1.6323 0.49 0.21 -3.89
N 1.1267 0.9346 2.1967 0.20 1.17 2.80
C 0.8949 0.4156 1.2222 0.44 0.08 -1.78
C 0.8366 -0.0687 -0.0748 0.16 -0.74 -1.54
C -1.6985 0.7307 -0.5230 -0.65 -0.13 2.33
C 0.7086 -1.3505 -0.2757 -0.38 -2.07 0.21
H 0.9574 0.3815 -1.0559 0.16 0.99 0.52
```
Forces are in eV/Å.

=====

Record 4
Computed, not measured: one molecule with the formula C5H9NOS, with ωB97M-V/def2-TZVPD.

Frontier orbital gap   9.354 eV
Structure (SMILES)   O[C@]12CNC[C@]1(S)C2

The geometry in XYZ format:
```
17
Properties=species:S:1:pos:R:3:forces:R:3
S 2.5575 0.1758 -0.1890 -1.79 -0.83 0.01
O -1.6877 0.8948 0.1085 0.69 0.03 0.16
N -0.5282 -1.4809 0.0171 0.17 3.01 1.68
C -0.5351 -0.5472 -1.2340 -1.78 -1.86 -1.20
C 0.1203 -0.5950 1.1931 0.42 -0.45 1.21
C -0.3450 0.7524 -0.5038 -5.20 -1.01 -3.17
C 0.7324 0.5394 0.3535 3.01 -1.25 3.98
C 0.2136 1.9684 0.0280 3.07 -1.70 -1.46
H -0.4900 2.3296 0.6772 -1.03 1.80 1.26
H 2.6079 -1.2482 -0.2174 -0.54 1.76 0.06
H -0.4683 -2.5003 0.0172 0.30 0.85 -0.30
H 0.8078 2.4564 -0.6720 1.33 1.60 -0.23
H -1.6562 -0.5623 -1.7119 3.11 -0.25 0.62
H -1.9406 -0.0077 0.2070 -1.10 -1.26 0.53
H -0.6036 -0.1014 1.9803 0.94 -1.47 -1.73
H 0.3070 -0.9110 -1.8312 -0.55 0.56 -0.60
H 0.9081 -1.1628 1.7773 -1.04 0.46 -0.80
```
Forces are in eV/Å.

=====

Record 5
Computed, not measured: one molecule with the formula C5H10FNO, with ωB97M-V/def2-TZVPD.

Frontier orbital gap   9.785 eV
Structure (SMILES)   CCO/C=C(/F)CN

The geometry in XYZ format:
```
18
Properties=species:S:1:pos:R:3:forces:R:3
F 0.3388 0.4633 -2.6702 0.27 -0.65 0.47
O -1.3484 0.9940 0.3332 2.38 0.53 3.45
N 0.1268 -2.6420 -1.3441 4.49 -1.15 1.44
C -0.3877 1.4200 1.4986 -2.08 -3.28 1.86
C -0.5865 1.1411 -0.7637 -0.68 -0.06 0.66
C -0.6208 -1.4137 -1.3320 -2.72 2.81 2.64
C -0.2201 0.0911 -1.4398 1.33 -1.70 -3.49
C 0.9663 0.7416 1.7212 2.73 -0.70 0.18
H -0.9617 -1.2413 -0.1958 -0.03 -1.03 -2.38
H -0.1950 2.4199 1.4473 -0.12 2.91 -0.61
H 1.0322 -2.7540 -2.1202 -3.40 0.80 3.28
H 1.7113 1.2904 2.4607 -1.97 -0.10 -1.48
H -0.9819 1.1839 2.4478 0.47 0.61 -1.52
H -0.3005 2.1498 -0.9747 0.22 0.43 -0.68
H -1.5770 -1.4481 -1.9778 1.47 -0.36 0.84
H 0.8891 -0.1981 2.3457 -0.08 0.43 -1.51
H 0.4675 -2.8611 -0.2002 -0.70 0.84 -4.93
H 1.6474 0.6634 0.7640 -1.59 -0.34 1.76
```
Forces are in eV/Å.

=====

Record 6
Computed, not measured: C2H4ClOPS as an isolated structure, with ωB97M-V/def2-TZVPD.

Frontier orbital gap   10.085 eV

The geometry in XYZ format:
```
10
Properties=species:S:1:pos:R:3:forces:R:3
Cl -2.1618 0.9890 0.0926 -1.12 1.83 -0.57
S 1.5890 0.8643 0.0283 -1.11 -0.63 -0.62
P -0.8275 -0.4211 -0.0634 2.30 1.08 1.60
O -1.5603 -1.6570 -0.0886 -0.25 -2.19 -0.08
C 0.5340 -0.0794 -1.1743 0.74 0.43 -1.86
C 0.3539 0.2468 1.2294 0.81 -1.90 -0.45
H 0.8657 -0.5134 1.8259 -0.50 0.12 0.26
H 1.0100 -0.9925 -1.5817 -0.27 0.31 0.48
H 0.2762 0.5375 -2.0384 -0.05 -0.06 0.00
H -0.0791 1.0259 1.7702 -0.56 1.00 1.24
```
Forces are in eV/Å.